No. 1
The following is a quantum chemistry calculation of a structure of composition C17H43NO22S5V in a non-equilibrium geometry, from the OMol25 dataset.

```
89
Properties=species:S:1:pos:R:3:forces:R:3
O 0.09802 5.64106 -2.40989 0.1 -1.0 0.2
V 0.11081 4.17644 -1.79395 -1.7 0.5 3.7
O 0.76072 3.18890 -2.81464 0.1 0.1 -0.8
C -0.42399 5.35195 2.29672 0.3 1.0 0.1
C -1.20400 5.27075 0.99798 -1.9 -1.5 -0.2
C -1.29165 6.57262 0.24303 1.1 1.5 0.9
O -0.89740 4.17139 0.17584 2.4 0.2 -3.0
H -0.98047 6.07971 2.90117 0.3 0.2 0.0
H 0.58380 5.74087 2.11432 0.0 -0.1 0.2
H -0.37054 4.47564 2.93826 0.0 -0.5 -0.6
H -2.22036 5.00783 1.34948 -0.1 0.3 -0.1
H -1.57808 7.40378 0.90319 -0.6 -0.3 0.1
H -1.92096 6.60537 -0.64140 0.0 -0.4 0.0
H -0.28119 6.93987 0.00951 0.0 -0.5 -0.6
N 0.15007 0.65997 -0.34955 -1.7 2.4 2.0
O -0.86258 0.22622 -0.96298 0.5 -0.7 -0.6
O 0.58104 0.10873 0.66861 0.4 -1.3 -0.7
O 0.53486 1.83547 -0.57195 0.4 -0.4 -0.9
C -3.20903 -1.31400 -3.47190 -0.7 0.3 -0.1
C -4.53204 -0.92988 -2.79460 0.4 -0.4 -0.4
O -5.37967 -2.07518 -2.99601 -0.6 -0.4 -0.6
S -4.63717 -3.32390 -3.69405 -0.2 0.6 1.3
O -4.85847 -3.39414 -5.10039 0.2 0.5 0.3
O -4.92370 -4.47131 -2.90195 0.4 0.2 -0.2
O -3.19348 -2.73893 -3.33117 0.5 -0.9 -0.4
H -2.35257 -0.85708 -2.98183 0.1 -0.3 0.0
H -3.25089 -1.07037 -4.53466 0.2 0.0 0.0
H -4.99768 -0.08608 -3.29532 0.0 0.2 0.3
H -4.38455 -0.81019 -1.72397 -0.2 0.2 0.0
O 5.31664 0.04944 -1.58810 -0.5 -0.1 0.3
S 4.11252 0.82743 -1.42433 0.5 2.2 -2.0
O 3.64078 1.27293 -0.16242 -0.1 -0.7 -0.1
O 4.33205 2.24765 -2.26530 0.0 -1.1 0.7
C 5.46670 2.40372 -3.13088 -0.5 -0.6 -0.1
C 4.99170 3.23660 -4.30710 0.4 1.0 0.2
C 2.82921 0.19420 -2.52463 0.5 -0.6 1.6
H 5.79277 1.43616 -3.52310 -0.1 -0.1 0.2
H 6.29721 2.76219 -2.52238 0.0 0.5 -0.3
H 4.28776 4.03313 -4.05745 -0.1 -0.3 0.5
H 4.49838 2.61240 -5.04833 0.2 0.0 -0.2
H 5.82805 3.81646 -4.70819 0.1 -0.5 -0.5
H 2.03303 0.93310 -2.51268 -0.1 0.0 -0.2
H 2.54161 -0.73643 -2.02851 -0.4 0.1 -0.1
H 3.27098 -0.07966 -3.47717 0.1 0.4 -0.1
O -3.14841 2.42169 1.86085 -0.3 -0.2 0.8
S -2.41683 1.50631 2.68960 0.5 -1.9 -1.0
O -1.02570 1.68572 2.92246 -0.3 0.6 0.8
O -3.14585 1.24680 4.11625 1.0 0.6 0.0
C -4.54572 1.34558 4.24030 -1.3 1.2 -1.2
C -4.90808 2.19165 5.45528 0.4 -1.0 0.4
C -2.58920 -0.17978 2.06335 -0.2 1.4 -0.6
H -5.03635 0.36709 4.18794 0.4 -0.2 0.6
H -4.95330 1.84643 3.35074 0.2 0.0 0.0
H -5.82557 1.77354 5.87085 -0.1 0.4 0.2
H -4.98284 3.26125 5.27825 -0.1 -0.1 -0.3
H -4.09734 2.06039 6.17502 -0.2 -0.1 0.2
H -3.54720 -0.52206 2.44363 0.1 -0.5 -0.1
H -1.70171 -0.74291 2.32823 -0.2 -0.1 0.3
H -2.59139 -0.05681 0.97908 0.0 -0.2 0.0
O 1.46808 -6.63130 0.73917 -0.1 0.2 -0.1
S 0.45507 -5.62434 0.74513 -0.2 -0.1 -0.6
O 0.03704 -5.03908 1.98967 0.2 0.2 -0.4
O 0.90118 -4.53157 -0.33242 0.0 -0.8 0.9
C 0.26547 -3.20354 -0.32533 0.4 -0.4 -0.4
C 0.11741 -2.83414 -1.77618 -0.4 0.4 -1.3
C -1.00833 -6.23659 -0.05038 -0.5 -0.1 -0.5
H 0.97768 -2.58060 0.20873 -0.5 0.3 0.2
H -0.70055 -3.31545 0.16373 0.1 0.4 0.2
H -0.63594 -2.08166 -2.01197 -0.1 0.1 0.8
H -0.18900 -3.69238 -2.37964 0.1 -0.2 0.2
H 0.99575 -2.40593 -2.26253 0.4 -0.3 0.4
H -1.67500 -5.39359 -0.23299 0.0 0.0 0.3
H -1.51549 -6.99701 0.53924 0.2 0.2 0.4
H -0.82559 -6.68290 -1.02706 0.6 0.1 0.1
O 3.86237 -2.09278 4.15854 0.4 0.1 0.3
S 2.94385 -1.65937 3.15791 -1.5 -0.9 -0.9
O 2.89881 -0.31392 2.68515 0.5 0.0 0.3
O 3.11292 -2.64186 1.87799 -0.2 0.3 0.5
C 3.79421 -2.09381 0.73271 0.3 -0.1 0.1
C 4.23234 -3.24357 -0.15606 -0.4 0.4 0.5
C 1.28067 -2.18092 3.60233 -0.4 0.7 -1.1
H 4.63516 -1.49665 1.08834 0.0 0.0 -0.2
H 3.11889 -1.43149 0.18530 -0.1 0.0 0.2
H 4.54652 -2.74267 -1.07289 0.2 -0.5 -0.2
H 3.38102 -3.90891 -0.30649 0.0 0.1 -0.3
H 5.01970 -3.84301 0.29706 0.2 0.2 -0.1
H 0.99995 -3.13031 3.14819 0.6 -0.4 0.6
H 0.61736 -1.51368 3.04235 0.2 0.4 0.2
H 1.09575 -2.05667 4.66327 0.2 -0.3 0.1
```
Positions in Å, forces in eV/Å.

## Properties
**HOMO-LUMO gap**: 6.767 eV
**Charge**: -1
**HOMO level**: -6.03 eV
**E_LUMO**: 0.733 eV
**Electronic energy**: -144718.9225 eV



No. 2
The following is a quantum chemistry calculation of an isolated molecule of C6H10N2O in a non-equilibrium geometry, from the OMol25 dataset.

```
19
Properties=species:S:1:pos:R:3:forces:R:3
C -0.63218 -1.49526 -1.55564 -0.4 0.3 0.3
C -0.77314 -0.24455 -1.07069 0.6 0.8 -2.8
C 0.27806 0.64627 -0.39861 -0.8 -0.8 2.7
C 1.72675 0.22721 -0.62556 -0.4 0.1 -0.2
O 0.18386 2.01827 -0.74536 0.0 -0.1 -0.6
C -0.15264 0.40469 1.04729 -0.5 -0.7 -1.9
N 0.64006 0.85587 2.09040 0.2 -0.5 0.6
C -1.16132 -0.47835 1.04793 1.5 0.3 2.9
N -2.04092 -1.17927 1.56894 -1.1 0.3 -1.0
H -0.29544 -2.32808 -0.95931 1.4 0.1 -0.1
H -0.98230 -1.75811 -2.54074 -1.2 -0.2 0.2
H -1.58725 0.37613 -1.45596 0.4 0.0 -0.8
H 2.38108 0.82831 0.00152 0.0 0.1 -0.1
H 1.86913 -0.81795 -0.36416 -0.1 0.0 0.0
H 1.97312 0.37579 -1.67435 0.1 0.0 -0.1
H -0.73709 2.29643 -0.67411 0.1 0.0 0.1
H 1.06194 1.75563 1.89944 -0.3 -0.1 0.4
H 0.24256 0.69980 3.00682 0.2 0.5 -0.1
H -1.99429 -2.18283 1.40212 0.4 0.0 0.3
```
Positions in Å, forces in eV/Å.

## Properties
**HOMO-LUMO gap (spin up / spin down)**: 7.208 / 7.209 eV
**Charge**: 0
**HOMO level (spin up / spin down)**: -7.30 / -7.30 eV
**E_LUMO (spin up / spin down)**: -0.092 / -0.092 eV
**Electronic energy**: -11407.6894 eV
**SMILES**: C=C[C@@](C)(O)C(N)=C=N



No. 3
The following is a quantum chemistry calculation of a cluster of 2 separate species, C3H8N2O in total in a non-equilibrium geometry, from the OMol25 dataset.

```
14
Properties=species:S:1:pos:R:3:forces:R:3
C -0.67927 0.23830 -0.23796 -0.4 0.1 -0.6
C -1.96755 0.85864 0.11035 -2.9 1.4 1.9
C -0.68888 -1.24984 -0.24803 -2.1 -2.2 1.4
N 0.24416 1.04525 -0.38818 1.2 0.0 -0.4
N 3.21158 0.25043 0.11496 -2.5 -2.3 5.3
O 2.22337 -0.60666 0.22149 1.7 1.4 -0.3
H -2.16436 1.94547 -0.16190 0.8 -1.4 0.0
H -2.87438 0.27403 -0.18570 0.9 0.3 0.0
H -1.97673 0.86915 1.24515 -0.2 -0.1 -1.1
H -0.49198 -1.63686 0.81745 -0.4 0.6 -1.4
H 0.02105 -1.75176 -0.84835 1.1 0.0 -0.7
H -1.73618 -1.70366 -0.58596 2.1 1.3 0.8
H 3.50016 0.53980 -0.70949 1.3 1.2 -5.2
H 3.37901 0.92771 0.85617 -0.4 -0.4 0.2
```
Positions in Å, forces in eV/Å.

## Properties
**HOMO-LUMO gap (spin up / spin down)**: 9.395 / 9.559 eV
**Charge**: 0
**HOMO level (spin up / spin down)**: -8.94 / -9.07 eV
**E_LUMO (spin up / spin down)**: 0.454 / 0.491 eV
**Electronic energy**: -8263.4124 eV



No. 4
The following is a quantum chemistry calculation of a structure of composition C8H21BrILaOP2 in a non-equilibrium geometry, from the OMol25 dataset.

```
35
Properties=species:S:1:pos:R:3:forces:R:3
C 3.07183 1.36649 -3.97637 0.1 0.3 -0.3
I 2.23711 0.34865 -2.25061 0.1 0.0 0.0
H 2.27769 1.96971 -4.42032 0.2 -0.2 0.2
H 3.42773 0.60181 -4.67514 -0.2 0.1 0.4
H 3.89849 1.99229 -3.62543 -0.3 -0.3 0.1
La -0.66560 -0.03149 0.50933 -8.4 5.0 -1.2
P -1.38117 -1.95749 -0.98548 1.3 -2.7 -0.3
C -0.34697 -3.34459 -1.13674 0.3 -1.7 -0.8
C -2.95672 -2.42182 -0.32365 -0.6 0.0 0.6
H -3.37557 -3.09771 -1.05954 -0.5 -0.2 -0.1
H -2.13578 -1.94179 -3.15125 -0.2 0.2 -0.4
H -3.60988 -1.54612 -0.17479 0.1 -0.4 -0.1
H -2.25316 -0.27806 -2.47236 0.0 -0.4 -0.2
H -0.18502 -3.84068 -0.16835 -0.2 0.2 -0.3
H -2.84458 -2.92166 0.65126 0.0 0.1 -0.5
C -1.62714 -1.18395 -2.55513 0.0 0.7 -0.6
H -0.88189 -4.00763 -1.81571 0.5 -0.7 -0.1
H -0.67028 -0.90398 -3.01909 -0.3 -0.2 0.1
H 0.63394 -3.07856 -1.55437 -0.3 0.0 0.0
P 0.34486 1.70987 2.06400 2.3 -0.3 1.8
C 1.88338 1.40012 2.80537 1.5 0.6 1.1
C 0.41245 3.16340 1.05973 -0.1 0.5 -0.8
H -1.90238 2.08229 2.84674 0.3 0.1 0.3
H -0.59665 2.80612 3.85490 -0.2 0.4 0.3
H -0.97423 1.04914 3.95625 0.1 0.4 -0.2
C -0.90820 1.93022 3.29863 -0.7 -0.2 0.4
H -0.54794 3.35521 0.54991 0.3 0.1 0.3
H 0.63658 3.96672 1.76111 -0.1 0.4 -0.3
H 2.07803 2.28424 3.41010 0.8 -0.1 0.4
H 2.67737 1.26690 2.05638 -0.3 0.2 0.2
H 1.20137 3.08547 0.29796 -0.1 0.1 0.3
H 1.85804 0.50200 3.43968 -0.1 0.3 -0.1
C 1.18127 -1.24564 0.92892 13.8 -9.2 3.2
O 2.23081 -1.94032 1.16876 -9.9 6.5 -2.3
Br -2.18782 -1.13917 2.70529 0.8 0.3 -0.9
```
Positions in Å, forces in eV/Å.

## Properties
**HOMO-LUMO gap**: 6.305 eV
**Charge**: +2
**HOMO level**: -14.96 eV
**E_LUMO**: -8.657 eV
**Electronic energy**: -108246.0318 eV



No. 5
The following is a quantum chemistry calculation of an isolated molecule of CH2ClPS in a non-equilibrium geometry, from the OMol25 dataset.

```
6
Properties=species:S:1:pos:R:3:forces:R:3
C -0.50186 -0.05850 -0.44027 -1.4 2.4 2.1
P 0.41163 0.12130 1.61269 -1.1 -0.1 -2.4
S -0.12072 0.13767 -2.16061 0.4 0.2 1.2
Cl 2.37723 0.29427 1.39097 0.6 0.0 -0.1
H -0.74271 -1.08603 -0.33715 -0.3 -1.2 0.3
H -1.42356 0.59129 -0.06563 1.7 -1.3 -1.0
```
Positions in Å, forces in eV/Å.

## Properties
**HOMO-LUMO gap (spin up / spin down)**: 7.288 / 6.227 eV
**Charge**: 0
**HOMO level (spin up / spin down)**: -8.77 / -8.52 eV
**E_LUMO (spin up / spin down)**: -1.483 / -2.297 eV
**Electronic energy**: -33712.7752 eV



No. 6
The following is a quantum chemistry calculation of a structure of composition C7H14NO in a non-equilibrium geometry, from the OMol25 dataset.

```
23
Properties=species:S:1:pos:R:3:forces:R:3
C 0.83446 -1.58999 -0.48283 -2.6 -0.6 1.9
C 0.06391 -1.57622 0.88416 2.4 -0.6 1.3
C 0.11322 -0.02903 0.84041 0.4 -0.1 -2.6
C 1.22108 0.65265 1.64131 0.6 -0.5 -1.7
C -2.13531 0.26215 -0.38819 0.6 1.3 1.1
C -1.16114 0.74674 0.70745 0.2 -0.2 -1.5
C 1.56439 0.49213 -2.08582 -5.8 1.8 1.9
N 0.73213 -0.33960 -0.62608 2.1 1.9 -1.6
O 1.99987 -0.40313 -2.86554 3.5 -0.9 0.2
H 1.29900 -2.36440 -1.10201 -0.1 0.4 0.1
H -0.77002 -2.17477 1.29633 0.2 0.3 -1.1
H 0.89069 -1.73615 1.60049 -0.4 -0.7 0.0
H 2.01366 -0.03825 2.01201 -0.6 0.6 -0.4
H 0.89935 1.32392 2.38085 -0.9 0.3 1.5
H 1.61453 1.37634 0.91669 0.6 -0.2 0.1
H -2.61418 -0.66468 -0.18558 -0.1 -0.9 0.3
H -1.61673 0.22921 -1.28737 0.9 -0.4 -1.9
H -2.90922 0.97799 -0.56013 -0.6 0.6 0.2
H -1.61972 0.50228 1.58170 -1.6 -0.3 3.0
H -1.00129 1.82413 0.75700 0.1 0.0 -0.4
H 0.64019 1.14279 -2.41242 1.8 -1.3 0.5
H 2.28218 1.03289 -1.58968 1.8 1.1 1.0
H 1.36390 -0.86371 -3.32715 -2.4 -1.4 -2.0
```
Positions in Å, forces in eV/Å.

## Properties
**HOMO-LUMO gap**: 11.479 eV
**Charge**: +1
**HOMO level**: -14.76 eV
**E_LUMO**: -3.278 eV
**Electronic energy**: -11013.7940 eV



No. 7
The following is a quantum chemistry calculation of an isolated molecule of C2H2ClP in a non-equilibrium geometry, from the OMol25 dataset.

```
6
Properties=species:S:1:pos:R:3:forces:R:3
Cl 0.47883 0.63599 -2.10317 -0.6 0.3 -3.0
P 1.21651 0.45122 -0.29829 -0.1 -0.6 2.7
C -0.35291 0.47777 0.61015 1.7 -1.8 -0.7
C 0.02398 -0.75817 0.40342 0.4 -0.8 0.5
H -1.17103 1.05626 0.84550 -1.5 1.2 0.8
H -0.19537 -1.86308 0.54238 0.1 1.8 -0.3
```
Positions in Å, forces in eV/Å.

## Properties
**HOMO-LUMO gap**: 10.826 eV
**Charge**: 0
**HOMO level**: -9.64 eV
**E_LUMO**: 1.189 eV
**Electronic energy**: -23915.9651 eV
**SMILES**: ClP1=CC=1



No. 8
The following is a quantum chemistry calculation of a cluster of 2 separate species, H4O3 in total in a non-equilibrium geometry, from the OMol25 dataset.

```
7
Properties=species:S:1:pos:R:3:forces:R:3
O -0.37854 -0.64342 0.11930 4.2 -2.1 -2.3
O -1.21400 0.26818 0.39862 -6.7 5.5 6.2
H -0.85391 -1.40377 0.06688 -2.2 -3.8 -0.5
H -1.63053 1.01892 -0.06197 1.3 -1.1 -2.3
O 1.58707 0.37539 -0.52154 -4.3 2.2 -0.9
H 2.03072 -0.00377 0.19224 1.1 -0.9 1.9
H 0.49746 0.38737 -0.16820 6.6 0.2 -2.0
```
Positions in Å, forces in eV/Å.

## Properties
**HOMO-LUMO gap**: 10.451 eV
**Charge**: 0
**HOMO level**: -9.86 eV
**E_LUMO**: 0.593 eV
**Electronic energy**: -6201.2886 eV
**SMILES**: OO.O